Entry 1:
A molecular structure, C27H26N5SbSe4Tc, computed with wB97M-V/def2-TZVPD.

Energy above the lowest of the compared OMol25 structures with the same formula, charge and spin, kcal/mol: 0.0
Orbital gap (alpha / beta), eV: 5.2 / 4.7
Multiplicity: 4
Expectation value of S²: 3.79
LUMO energy (alpha / beta), eV: -1.26 / -1.77
Energy, eV: -305990.0128

```
64
Properties=species:S:1:pos:R:3:mulliken_charge:R:1
Tc 0.609 0.008 -1.151 -0.212
C 0.730 2.252 1.038 -1.038
C 2.211 1.774 1.003 -1.325
C 2.386 0.310 1.395 0.623
C 3.169 -0.076 2.493 -0.987
C 3.266 -1.419 2.832 -0.820
C 2.603 -2.326 2.015 -1.328
C 1.795 -1.880 0.982 -0.868
N 1.689 -0.585 0.652 2.065
N -0.104 1.985 -0.187 1.230
C 0.220 2.993 -1.287 -1.049
C -0.377 2.505 -2.601 0.336
C -0.842 3.342 -3.655 -0.884
C -1.465 2.767 -4.782 -0.392
C -1.462 1.385 -4.874 -0.859
C -0.872 0.624 -3.867 -0.367
N -0.398 1.133 -2.720 0.752
C -1.567 2.152 0.192 -1.286
C -2.140 0.912 0.778 0.769
C -3.535 0.820 0.908 -2.130
C -4.094 -0.344 0.344 -0.027
C -3.607 -1.380 -0.507 -1.197
C -2.320 -1.524 -1.021 -0.171
N -1.280 -1.089 -0.316 0.763
H 0.229 1.783 1.884 0.403
H 0.720 3.339 1.247 0.477
H 2.721 2.012 0.030 0.010
H 2.751 2.374 1.761 0.674
H 3.704 0.700 3.009 0.488
H 3.813 -1.740 3.707 0.458
H 2.709 -3.392 2.152 0.524
H 1.213 -2.587 0.394 0.731
H -0.175 3.986 -0.983 0.507
H 1.321 3.094 -1.339 0.480
H -0.691 4.412 -3.600 0.466
H -1.963 3.395 -5.520 0.414
H -1.877 0.877 -5.729 0.439
H -0.742 -0.452 -3.946 0.382
H -1.655 2.964 0.931 0.436
H -2.137 2.486 -0.696 0.482
H -4.208 1.583 1.295 0.458
H -5.169 -0.456 0.510 0.359
H -4.373 -2.078 -0.830 0.433
H -2.080 -1.971 -1.989 0.440
Se 3.275 -4.909 -0.888 -0.640
Sb 3.335 -2.721 -1.927 0.772
Se 4.902 -1.245 -0.551 -0.657
Se 4.228 -2.559 -4.194 -0.302
Se 0.824 -2.192 -2.286 -0.520
C -1.562 -0.424 0.800 1.134
C -1.388 -1.194 1.944 0.925
C -1.349 -0.587 3.196 -0.413
C -1.179 -1.355 4.328 -1.054
C -1.098 -2.737 4.217 -0.477
C -1.076 -3.350 2.966 -0.693
C -1.155 -2.592 1.838 -0.550
H -1.498 0.475 3.284 0.415
H -1.128 -0.886 5.306 0.451
H -1.029 -3.313 5.146 0.393
H -0.973 -4.438 2.883 0.428
H -1.087 -3.039 0.856 0.288
N 3.109 0.981 -2.518 -0.434
C 2.059 0.633 -2.083 0.014
H 4.063 0.786 -2.270 0.263
```

=====

Entry 2:
11 unconnected molecules or ions with the total composition C5H30O12, computed with wB97M-V/def2-TZVPD.

Energy above the lowest of the compared OMol25 structures with the same formula, charge and spin, kcal/mol: 57.5
Orbital gap, eV: 10.2
LUMO energy, eV: 0.28
Energy, eV: -30239.0872
SMILES: O=CCCCCO.O.O.O.O.O.O.O.O.O.O

```
47
Properties=species:S:1:pos:R:3:mulliken_charge:R:1
O -2.103 -4.090 0.335 -0.516
C -1.021 -3.557 0.160 0.025
C -0.247 -2.971 1.324 -0.431
C 0.923 -2.095 1.056 -0.649
C 0.703 -0.549 0.963 0.514
C 1.472 0.223 2.158 -0.628
O 1.373 1.572 1.712 -0.461
H -0.386 -3.741 -0.666 0.351
H -1.031 -2.405 2.024 0.098
H 0.050 -3.729 2.126 0.432
H 1.645 -2.168 1.908 0.341
H 1.382 -2.455 0.141 0.194
H -0.352 -0.358 1.040 -0.518
H 0.979 -0.223 0.015 0.207
H 1.022 0.209 3.175 0.279
H 2.519 -0.091 2.114 0.463
H 1.332 2.279 2.323 0.254
O -1.755 -0.077 3.894 -0.713
H -1.364 0.119 2.911 0.434
H -2.586 -0.430 3.728 0.276
O 0.197 -2.187 -3.247 -0.572
H 0.876 -1.558 -3.473 0.310
H 0.067 -2.844 -3.925 0.271
O -0.753 1.910 0.095 -0.809
H -0.004 1.705 0.752 0.438
H -0.711 1.307 -0.687 0.499
O -3.117 -0.295 -0.432 -0.670
H -2.857 0.013 0.403 0.358
H -3.983 -0.757 -0.180 0.298
O 4.288 -0.778 -1.405 -0.629
H 3.590 -0.165 -1.384 0.314
H 4.145 -1.558 -0.944 0.293
O 2.135 1.557 -2.604 -0.444
H 2.769 1.935 -3.175 0.234
H 1.301 1.935 -2.846 0.293
O 2.450 4.068 -0.114 -0.610
H 3.277 3.746 -0.356 0.303
H 1.977 3.252 -0.308 0.291
O -2.822 1.067 -2.721 -0.704
H -2.557 0.292 -3.118 0.316
H -3.063 0.854 -1.860 0.421
O -2.445 1.237 2.037 -0.638
H -1.857 1.741 1.432 0.358
H -2.910 1.631 2.654 0.223
O -0.411 2.007 -2.446 -0.771
H -1.299 1.810 -2.816 0.367
H -0.838 2.613 -1.774 0.309
```

=====

Entry 3:
A molecular structure, C3LiO6Ru, computed with wB97M-V/def2-TZVPD.

Energy above the lowest of the compared OMol25 structures with the same formula, charge and spin, kcal/mol: 12.2
Orbital gap (alpha / beta), eV: 5.9 / 5.9
Multiplicity: 7
Charge: +1
Expectation value of S²: 12.03
LUMO energy (alpha / beta), eV: -5.51 / -8.54
Energy, eV: -18169.5229

```
11
Properties=species:S:1:pos:R:3:mulliken_charge:R:1
O -1.681 1.136 -1.176 -0.694
C -0.956 0.515 -0.351 0.775
O -0.463 1.183 0.683 -0.577
C 1.362 1.411 1.008 0.734
O 1.982 1.201 0.001 -0.364
O 1.535 1.705 2.159 -0.412
Li -1.703 2.661 0.022 0.920
C -0.665 -0.920 -0.465 1.153
O -1.056 -1.590 -1.487 -0.758
O -0.059 -1.547 0.477 -0.802
Ru -0.210 -3.164 -0.632 1.024
```

=====

Entry 4:
A molecular structure, C21H15BrN6NiS3, computed with wB97M-V/def2-TZVPD.

Energy above the lowest of the compared OMol25 structures with the same formula, charge and spin, kcal/mol: 0.0
Orbital gap, eV: 7.5
LUMO energy, eV: -0.38
Energy, eV: -174551.7814

```
47
Properties=species:S:1:pos:R:3:mulliken_charge:R:1
Ni 0.372 -1.380 1.081 -0.123
C 1.049 -5.979 -1.438 -1.409
C 0.147 -4.785 -1.314 0.468
C -1.008 -4.633 -2.072 -0.315
C -1.811 -3.522 -1.897 -0.648
C -1.432 -2.574 -0.963 0.101
Br -2.544 -1.091 -0.657 -0.080
N -0.323 -2.684 -0.235 0.111
C 0.437 -3.778 -0.410 -0.213
H 0.651 -6.695 -2.154 0.359
H 1.159 -6.484 -0.478 0.342
H 2.045 -5.685 -1.771 0.334
H -1.287 -5.392 -2.792 0.376
H -2.723 -3.386 -2.458 0.432
H 1.308 -3.838 0.231 0.547
S 0.102 -2.762 2.750 -0.439
C 0.740 -1.488 3.737 0.866
S 1.295 -0.230 2.684 -0.330
C 0.722 -1.446 5.102 0.154
C 1.228 -0.309 5.801 -0.041
N 1.625 0.619 6.355 -0.496
C 0.156 -2.518 5.853 0.005
N -0.327 -3.382 6.442 -0.498
S 1.043 3.394 -3.252 -0.221
C 0.820 2.159 -2.024 1.251
C 0.143 2.333 -0.824 -0.568
C 0.044 1.268 0.050 -0.688
N 0.567 0.066 -0.207 0.263
C 1.214 -0.103 -1.367 -0.333
C 1.367 0.902 -2.293 -1.054
C 0.288 4.812 -2.490 -0.009
C -1.023 5.149 -2.787 -0.010
C -1.562 6.280 -2.185 -0.339
N -0.889 7.053 -1.340 -0.591
C 0.371 6.719 -1.068 -0.323
C 1.008 5.617 -1.617 -0.005
H -0.307 3.278 -0.557 0.396
H -0.482 1.356 0.993 0.332
H 1.626 -1.088 -1.550 0.443
H 1.908 0.712 -3.210 0.431
H -1.611 4.548 -3.467 0.406
H -2.584 6.574 -2.393 0.367
H 0.901 7.365 -0.377 0.372
H 2.035 5.389 -1.369 0.404
N -2.190 -0.105 4.039 -0.104
C -2.102 0.168 2.914 -0.227
H -2.167 -0.427 4.985 0.306
```